[1]
C40H39BrCdN6OPS as an isolated structure. Source: the Open Molecules 2025 dataset; level of theory: wB97M-V/def2-TZVPD.

The geometry in ORCA input format:
```
! RIJCOSX wB97M-V def2-TZVPD def2/J DEFGRID3
* xyz 1 1
Cd 0.294 -1.432 0.544
N 2.759 -0.085 2.838
C 1.654 -0.577 3.519
C 1.481 -0.183 4.853
C 0.425 -0.700 5.565
C -0.430 -1.620 4.957
C -0.198 -1.930 3.639
N 0.797 -1.390 2.913
C 3.415 -0.565 1.703
C 4.780 -0.280 1.580
C 5.454 -0.734 0.473
C 4.768 -1.476 -0.489
C 3.430 -1.711 -0.280
N 2.752 -1.251 0.784
H 3.334 0.521 3.399
H 2.188 0.495 5.316
H 0.280 -0.414 6.598
H -1.245 -2.080 5.497
H -0.809 -2.653 3.111
H 5.289 0.284 2.352
H 6.510 -0.527 0.359
H 5.267 -1.871 -1.362
H 2.852 -2.307 -0.977
C 0.139 -4.586 -4.023
C -0.340 -3.157 -3.776
C -1.705 -3.138 -3.094
C 0.753 -2.406 -2.996
C 1.855 -1.869 -3.922
O 1.635 -0.440 -3.930
C 0.737 -0.193 -2.949
N 0.252 -1.185 -2.320
C 0.411 1.253 -2.825
C 0.381 1.963 -4.029
C 0.138 3.322 -4.053
C -0.035 4.011 -2.860
C 0.015 3.324 -1.662
C 0.206 1.940 -1.622
P 0.341 1.200 0.045
C 1.831 2.101 0.628
C 1.869 2.961 1.720
C 3.055 3.603 2.062
C 4.206 3.395 1.317
C 4.173 2.541 0.222
C 2.997 1.893 -0.115
C -1.055 1.858 1.019
C -2.188 2.439 0.459
C -3.288 2.743 1.253
C -3.258 2.494 2.617
C -2.126 1.925 3.189
C -1.044 1.589 2.391
H -0.561 -5.122 -4.666
H 0.214 -5.123 -3.073
H 1.120 -4.610 -4.507
H -0.441 -2.657 -4.747
H -1.631 -3.474 -2.057
H -2.387 -3.811 -3.618
H -2.141 -2.139 -3.106
H 1.157 -3.080 -2.242
H 1.760 -2.226 -4.946
H 2.868 -2.058 -3.568
H 0.561 1.430 -4.952
H 0.108 3.849 -4.997
H -0.192 5.082 -2.863
H -0.088 3.869 -0.732
H 0.974 3.163 2.292
H 3.070 4.286 2.902
H 5.123 3.910 1.578
H 5.065 2.381 -0.372
H 2.979 1.229 -0.974
H -2.238 2.625 -0.607
H -4.176 3.167 0.802
H -4.120 2.731 3.228
H -2.095 1.718 4.252
H -0.187 1.100 2.841
Br 0.385 -3.904 0.421
N -7.024 -0.779 -0.650
C -6.343 -0.118 0.290
S -6.971 1.061 1.247
C -4.900 -0.487 0.394
C -4.343 -0.838 1.616
C -2.988 -1.089 1.679
N -2.170 -0.979 0.627
C -2.716 -0.667 -0.548
C -4.070 -0.435 -0.715
H -8.002 -0.573 -0.775
H -6.623 -1.558 -1.146
H -4.957 -0.877 2.506
H -2.530 -1.334 2.628
H -2.036 -0.598 -1.388
H -4.456 -0.163 -1.690
*
```

Summary:
- Energy: -5432.69063 Eh
- ΔE to the lowest compared entry with this formula, charge and spin: 0.00 kcal per mole

Atomic partial charges in e from the Mulliken method, atoms 1 to 2: number 1, Cd, carries 2.59; number 2, N, carries 0.34

***

[2]
C2H3Cl2PS as an isolated structure at a distorted geometry. Source: the Open Molecules 2025 dataset; level of theory: wB97M-V/def2-TZVPD.

The geometry in ORCA input format:
```
! RIJCOSX wB97M-V def2-TZVPD def2/J DEFGRID3
* xyz 0 1
C -1.320 0.421 1.046
C -1.156 -0.634 0.294
P 1.622 0.931 -1.037
S 3.362 0.728 -0.236
Cl 1.488 -0.261 -2.709
Cl 0.388 -1.347 0.074
H -2.219 0.833 1.333
H -0.390 0.722 1.513
H -1.775 -1.393 -0.278
*
```

Summary:
- Energy: -1737.90805 Eh
- ΔE to the lowest compared entry with this formula, charge and spin: 37.23 kcal per mole

Atomic partial charges in e from the natural (NBO) method, atoms 1 to 2: number 1, C, carries -0.41; number 2, C, carries -0.22

***

[3]
C33H23ClN3O4Ru as an isolated structure. Source: the Open Molecules 2025 dataset; level of theory: wB97M-V/def2-TZVPD.

The geometry in ORCA input format:
```
! RIJCOSX wB97M-V def2-TZVPD def2/J DEFGRID3
* xyz -2 2
Ru -1.061 -1.085 -0.073
N 0.988 0.171 -2.770
C 1.428 1.470 -2.755
C 2.779 1.759 -3.006
C 3.237 3.060 -3.099
C 2.360 4.126 -2.949
C 1.021 3.852 -2.700
C 0.532 2.556 -2.593
C -0.929 2.334 -2.411
C -1.791 2.845 -3.384
C -3.151 2.579 -3.380
C -3.667 1.759 -2.379
C -2.840 1.265 -1.390
C -1.464 1.564 -1.348
H 1.683 -0.561 -2.719
H 0.202 -0.054 -2.165
H 3.467 0.928 -3.123
H 4.291 3.242 -3.282
H 2.712 5.150 -3.001
H 0.322 4.670 -2.557
H -1.356 3.424 -4.193
H -3.790 2.973 -4.162
H -4.724 1.512 -2.366
H -3.226 0.639 -0.593
N -0.703 1.017 -0.330
C 0.096 1.815 0.436
C 1.132 1.232 1.200
C 1.922 1.992 2.043
C 1.732 3.367 2.178
C 0.711 3.957 1.439
C -0.092 3.211 0.593
H 1.278 0.163 1.112
H 2.704 1.497 2.610
H 2.354 3.957 2.841
H 0.530 5.025 1.526
H -0.890 3.699 0.048
Cl -1.346 0.551 8.466
C -1.252 0.110 6.768
C -0.218 -0.703 6.340
C -0.152 -1.047 4.997
C -1.106 -0.593 4.097
C -2.127 0.230 4.553
C -2.208 0.590 5.892
C -1.015 -0.971 2.629
O -1.997 -0.620 1.912
O -0.013 -1.590 2.233
H 0.521 -1.054 7.048
H 0.647 -1.669 4.613
H -2.850 0.586 3.830
H -2.996 1.238 6.253
O 2.147 -2.359 -2.254
C 1.143 -2.949 -1.888
N -0.051 -2.424 -1.494
C -0.876 -3.436 -1.107
O -2.004 -3.263 -0.652
C -0.189 -4.762 -1.276
C -0.578 -6.058 -1.027
C 0.340 -7.072 -1.311
C 1.594 -6.772 -1.827
C 1.972 -5.450 -2.071
C 1.058 -4.461 -1.785
H -1.557 -6.274 -0.618
H 0.076 -8.107 -1.123
H 2.288 -7.579 -2.035
H 2.950 -5.199 -2.464
*
```

Summary:
- Energy: -2291.73398 Eh
- ΔE to the lowest compared entry with this formula, charge and spin: 2.33 kcal per mole

Atomic partial charges in e from the natural (NBO) method, atoms 1 to 2: number 1, Ru, carries 0.50; number 2, N, carries -0.82

***

[4]
C23H44HfNP3Se as an isolated structure at a distorted geometry. Source: the Open Molecules 2025 dataset; level of theory: wB97M-V/def2-TZVPD.

The geometry in ORCA input format:
```
! RIJCOSX wB97M-V def2-TZVPD def2/J DEFGRID3
* xyz 4 1
Hf -0.650 0.457 -0.523
P -1.831 -1.875 0.102
P 1.391 0.076 1.404
P 1.016 -0.861 -2.031
H -3.986 2.702 -4.183
C -3.602 1.667 -4.433
C -2.831 0.892 -3.604
H -1.927 1.420 -3.200
C -3.347 -1.736 1.104
C -1.010 -3.170 1.126
C -2.392 -2.820 -1.362
C 2.787 1.281 1.627
C 0.665 0.318 3.088
C 2.321 -1.476 1.673
C 0.497 -0.691 -3.761
C 1.442 -2.664 -1.868
C 2.684 -0.103 -2.230
H -3.944 1.511 -5.471
H -3.018 -0.155 -3.290
H -4.039 -0.998 0.674
H -3.103 -1.450 2.138
H -3.863 -2.712 1.142
H -0.708 -2.762 2.100
H -0.132 -3.609 0.641
H -1.717 -3.986 1.330
H -2.694 -2.141 -2.162
H -3.271 -3.417 -1.102
H -1.623 -3.492 -1.746
H 3.327 1.039 2.564
H 2.376 2.295 1.711
H 3.486 1.248 0.773
H 1.417 0.132 3.862
H -0.170 -0.369 3.245
H 0.318 1.352 3.167
H 2.846 -1.479 2.632
H 3.070 -1.647 0.899
H 1.653 -2.336 1.681
H 1.304 -1.070 -4.387
H 0.339 0.366 -3.981
H -0.408 -1.255 -3.974
H 2.082 -3.006 -2.702
H 0.533 -3.288 -1.874
H 1.991 -2.875 -0.935
H 3.079 -0.404 -3.207
H 3.387 -0.398 -1.447
H 2.580 0.989 -2.237
C 0.462 3.330 -2.819
C -0.659 3.353 -3.705
C -0.429 2.962 -5.023
C 0.886 3.033 -5.541
C 1.980 3.230 -4.664
C 1.773 3.214 -3.280
Se 0.196 3.105 -0.905
H -0.868 2.002 -1.744
H -1.701 3.560 -3.366
H -1.296 2.633 -5.652
H 0.959 2.957 -6.631
H 2.982 3.388 -5.051
H 2.592 3.149 -2.540
N -2.657 1.785 0.471
C -2.392 2.312 1.800
C -2.672 1.545 2.927
C -2.319 2.021 4.194
C -1.504 3.147 4.320
C -1.235 3.909 3.171
C -1.780 3.563 1.923
H -3.428 1.152 0.514
H -2.925 2.582 -0.129
H -3.179 0.593 2.783
H -2.658 1.509 5.087
H -1.070 3.450 5.280
H -0.591 4.788 3.283
H -1.670 4.247 1.068
*
```

Summary:
- Energy: -4429.36183 Eh
- ΔE to the lowest compared entry with this formula, charge and spin: 65.49 kcal per mole

Atomic partial charges in e from the Mulliken method, atoms 1 to 2: number 1, Hf, carries 0.80; number 2, P, carries 0.99

***

[5]
H8O4 as an isolated structure at a distorted geometry. Source: the Open Molecules 2025 dataset; level of theory: wB97M-V/def2-TZVPD.

The geometry in ORCA input format:
```
! RIJCOSX wB97M-V def2-TZVPD def2/J DEFGRID3
* xyz 0 1
O -0.160 0.168 -0.658
H -0.478 0.031 -1.550
H -0.699 -0.412 -0.120
O 1.894 0.138 -1.222
H 1.957 -0.810 -1.339
H 1.053 0.270 -0.783
O -1.262 -1.043 0.644
H -2.032 -0.836 1.172
H -0.544 -1.096 1.276
O -0.099 1.526 0.949
H -0.064 1.081 0.103
H 0.435 0.983 1.529
*
```

Summary:
- Energy: -305.59720 Eh
- ΔE to the lowest compared entry with this formula, charge and spin: 114.21 kcal per mole

Atomic partial charges in e from the natural (NBO) method, atoms 1 to 2: number 1, O, carries -0.89; number 2, H, carries 0.50

***

[6]
C12H11F3N2O9PW as an isolated structure. Source: the Open Molecules 2025 dataset; level of theory: wB97M-V/def2-TZVPD.

The geometry in ORCA input format:
```
! RIJCOSX wB97M-V def2-TZVPD def2/J DEFGRID3
* xyz 3 1
W -0.029 1.360 0.302
O 1.132 -1.570 4.310
C 0.436 -1.878 3.496
O 0.714 2.289 1.464
C -0.439 -2.289 2.475
C -1.125 -3.505 2.649
C -2.008 -3.885 1.665
C -2.233 -3.114 0.545
C -1.541 -1.911 0.395
C -0.624 -1.456 1.342
O 0.057 -0.310 1.274
N -1.803 -1.135 -0.806
O -1.318 0.043 -0.868
O -2.515 -1.546 -1.645
N -2.752 -5.174 1.821
O -3.525 -5.432 0.937
O -2.495 -5.796 2.818
H -0.983 -4.137 3.521
H -2.947 -3.458 -0.199
F -1.428 5.238 -1.683
C -2.113 4.114 -1.793
F -2.186 3.731 -3.052
F -3.300 4.223 -1.253
C -1.309 3.028 -1.021
O -0.214 2.532 -1.440
O -1.661 2.559 0.113
C 3.366 0.369 0.089
P 2.227 1.333 -0.912
C 2.053 0.628 -2.551
C 2.789 3.031 -1.009
H 4.346 0.438 -0.394
H 3.074 -0.679 0.127
H 3.445 0.790 1.092
H 1.340 1.203 -3.141
H 1.752 -0.419 -2.505
H 3.033 0.684 -3.036
H 3.790 3.004 -1.454
H 2.855 3.479 -0.018
H 2.138 3.618 -1.655
*
```

Summary:
- Energy: -1957.36165 Eh
- ΔE to the lowest compared entry with this formula, charge and spin: 0.00 kcal per mole

Atomic partial charges in e from the natural (NBO) method, atoms 1 to 2: number 1, W, carries 2.00; number 2, O, carries -0.16

***

[7]
An isolated ion of composition C9H13N4O and charge +1 at a distorted geometry. Source: the Open Molecules 2025 dataset; level of theory: wB97M-V/def2-TZVPD.

The geometry in ORCA input format:
```
! RIJCOSX wB97M-V def2-TZVPD def2/J DEFGRID3
* xyz 1 1
C 0.447 0.943 -1.975
C 1.644 1.229 -1.376
C 0.867 1.511 0.806
C -0.992 -0.929 -1.126
C 0.198 -1.957 -0.890
C -1.410 1.143 1.363
C 0.337 -0.866 1.258
C -0.695 0.557 -1.163
C -0.202 0.440 0.861
N 1.666 1.724 -0.146
N -2.459 1.254 0.305
N -1.792 1.416 -0.902
N 1.172 -1.489 0.093
O -2.106 -1.403 -1.062
H 0.348 1.072 -2.971
H 2.638 1.453 -1.987
H 0.921 2.245 1.496
H -0.515 -2.819 -0.548
H 0.525 -2.216 -1.899
H -2.009 0.600 2.120
H -1.309 2.273 1.686
H 0.926 -0.832 2.179
H -0.543 -1.435 1.631
H -3.055 0.474 0.180
H -2.049 2.197 -1.435
H 1.617 -2.362 0.302
H 1.613 -0.689 -0.424
*
```

Summary:
- Energy: -644.55760 Eh
- ΔE to the lowest compared entry with this formula, charge and spin: 131.81 kcal per mole
- SMILES: O=C1C[NH2+]C\C2=C/N=C\C=C/1NNC2

Atomic partial charges in e from the natural (NBO) method, atoms 1 to 2: number 1, C, carries -0.29; number 2, C, carries -0.05

***

[8]
C4H8N2O as an isolated structure at a distorted geometry. Source: the Open Molecules 2025 dataset; level of theory: wB97M-V/def2-TZVPD.

The geometry in ORCA input format:
```
! RIJCOSX wB97M-V def2-TZVPD def2/J DEFGRID3
* xyz 0 1
C 0.038 0.520 1.897
C -0.883 0.547 0.709
O -0.414 1.424 -0.363
C -0.461 0.367 -1.255
N 0.039 0.225 -2.408
C -0.787 -0.621 -0.258
N 1.323 -1.035 -0.844
H 1.016 0.183 1.552
H -0.349 -0.185 2.641
H 0.116 1.509 2.356
H -1.907 0.852 0.989
H 0.634 1.023 -2.625
H -1.350 -1.549 -0.288
H 0.819 -1.649 -1.481
H 2.165 -1.609 -0.622
*
```

Summary:
- Energy: -341.78432 Eh
- ΔE to the lowest compared entry with this formula, charge and spin: 137.63 kcal per mole

Atomic partial charges in e from the natural (NBO) method, atoms 1 to 2: number 1, C, carries -0.63; number 2, C, carries 0.04

***

[9]
An isolated ion of composition C4H6N2O4PS and charge -1 at a distorted geometry. Source: the Open Molecules 2025 dataset; level of theory: wB97M-V/def2-TZVPD.

The geometry in ORCA input format:
```
! RIJCOSX wB97M-V def2-TZVPD def2/J DEFGRID3
* xyz -1 1
C -0.430 2.521 -0.479
C -0.812 1.384 0.038
C 0.735 -0.379 -0.035
C -1.539 -0.900 0.566
N 1.588 0.524 -0.256
N -0.573 0.116 0.143
O -1.969 2.012 0.006
O 0.709 -1.674 0.164
O 3.703 0.647 -1.661
O 3.226 -1.527 -0.482
P 3.209 -0.019 -0.259
S 3.982 0.905 1.300
H -0.255 3.551 -0.518
H -1.293 -1.986 0.195
H -1.650 -1.056 1.618
H -2.618 -0.569 0.249
H 4.278 1.332 -1.438
H 1.674 -1.939 -0.100
*
```

Summary:
- Energy: -1306.07795 Eh
- ΔE to the lowest compared entry with this formula, charge and spin: 65.04 kcal per mole
- SMILES: CN(C1=CO1)/C(O)=N/[P@@]([O-])(O)=S

Atomic partial charges in e from the natural (NBO) method, atoms 1 to 2: number 1, C, carries -0.13; number 2, C, carries 0.50

***

[10]
A 2-piece molecular cluster, C21H15BCl4F3O3S overall at a distorted geometry. Source: the Open Molecules 2025 dataset; level of theory: wB97M-V/def2-TZVPD.

The geometry in ORCA input format:
```
! RIJCOSX wB97M-V def2-TZVPD def2/J DEFGRID3
* xyz -1 1
Cl 0.671 -0.367 -5.162
B 1.739 0.477 -3.891
Cl 3.481 0.794 -4.556
Cl 0.997 2.115 -3.283
O 1.852 -0.464 -2.752
C 2.374 -0.206 -1.606
C 2.943 -1.300 -0.851
C 3.877 -1.021 0.171
C 4.334 -2.032 1.007
C 3.896 -3.349 0.795
Cl 4.323 -4.582 1.898
C 3.095 -3.671 -0.315
C 2.646 -2.659 -1.155
H 2.449 0.845 -1.255
H 4.269 -0.007 0.235
H 5.045 -1.839 1.813
H 2.854 -4.714 -0.527
H 2.115 -2.889 -2.073
F 0.848 2.796 5.952
C 0.522 1.490 5.738
F 1.676 0.762 5.884
F -0.305 1.112 6.772
C -0.086 1.257 4.372
C -0.227 -0.056 3.915
C -0.628 -0.260 2.605
C -0.840 0.821 1.708
C -1.146 0.603 0.321
S -2.264 1.752 -0.373
C -3.043 0.858 -1.735
C -2.243 0.561 -2.825
C -2.775 -0.072 -3.937
C -4.136 -0.394 -3.960
C -4.949 -0.087 -2.863
C -4.401 0.534 -1.740
O -3.365 1.888 0.574
O -1.640 2.917 -0.993
C -0.826 2.125 2.270
C -0.415 2.358 3.574
H -0.028 -0.888 4.595
H -0.879 -1.274 2.274
H -1.297 -0.401 -0.081
H -1.201 0.851 -2.807
H -2.114 -0.298 -4.772
H -4.564 -0.879 -4.843
H -6.014 -0.332 -2.891
H -5.026 0.766 -0.887
H -1.217 2.982 1.714
H -0.375 3.377 3.947
*
```

Summary:
- Energy: -3598.53461 Eh

Atomic partial charges in e from the natural (NBO) method, atoms 1 to 2: number 1, Cl, carries -0.25; number 2, B, carries 0.41